Here is C21H19ClIN4O7Pt as an isolated structure from OMol25. Energies are from ωB97M-V with the def2-TZVPD basis set.

## Properties
* HOMO energy: -11.46 eV
* HOMO-LUMO gap: 0.223 Ha
* LUMO level: -5.41 eV

ORCA input file:
```
! RIJCOSX wB97M-V def2-TZVPD def2/J DEFGRID3
* xyz 1 1
Pt -0.268 -0.228 0.155
O 0.479 3.776 0.487
C 0.719 2.705 0.023
O 0.187 1.597 0.628
C 1.671 2.482 -1.127
C 2.805 1.499 -0.764
C 3.953 1.664 -1.755
C 3.358 1.001 -3.024
C 1.979 0.571 -2.530
O 2.238 0.231 -1.149
C 1.061 1.794 -2.391
C -0.416 1.462 -2.258
O -1.262 2.175 -2.717
O -0.770 0.299 -1.675
H 2.071 3.465 -1.364
H 3.072 1.471 0.290
H 4.839 1.136 -1.407
H 4.218 2.710 -1.897
H 3.941 0.134 -3.329
H 3.290 1.678 -3.874
H 1.528 -0.276 -3.040
H 1.129 2.455 -3.252
Cl -0.879 -7.030 -0.306
C -1.212 -5.340 -0.200
C -2.505 -4.896 -0.159
C -2.812 -3.520 -0.065
I -4.771 -2.866 0.043
C -1.792 -2.607 -0.034
O -1.952 -1.278 0.053
C -0.476 -3.068 -0.072
N 0.473 -2.082 0.002
C 1.753 -2.386 0.036
C 2.165 -3.726 -0.043
C 1.244 -4.734 -0.140
C -0.132 -4.423 -0.145
H -3.311 -5.616 -0.193
H 2.452 -1.572 0.127
H 3.224 -3.935 -0.022
H 1.558 -5.767 -0.200
C -1.391 0.073 5.484
N -0.584 -0.087 4.288
C 0.868 -0.010 4.257
C 1.170 -0.309 2.799
O 2.247 -0.336 2.265
N -0.046 -0.524 2.165
C -1.041 -0.348 3.067
N -2.323 -0.453 2.756
H -0.778 -0.167 6.350
H -2.228 -0.624 5.470
H -1.758 1.095 5.586
H 1.334 -0.745 4.914
H 1.233 0.987 4.511
H -2.586 -0.684 1.803
H -3.035 -0.170 3.407
*
```

The Löwdin scheme yields these atomic charges, measured in e: 1.710, 0.169, -0.490, -0.201, -0.089, -0.238, -0.079, -0.080, -0.238, -0.139, -0.092, -0.538, 0.158, -0.196, 0.164, 0.159, 0.120, 0.124, 0.119, 0.124, 0.164, 0.164, 0.749, -0.595, -0.134, -0.642, 1.014, -0.390, -0.250, -0.132, -0.018, -0.050, 0.009, 0.031, -0.151, 0.107, 0.110, 0.126, 0.112, 0.007, -0.070, 0.003, -0.441, 0.101, -0.006, -0.364, 0.253, 0.102, 0.097, 0.106, 0.151, 0.156, 0.084, 0.128



Here is one molecule with the formula C21H19N3O3S in a non-equilibrium geometry from OMol25. Energies are from ωB97M-V with the def2-TZVPD basis set.

## Properties
* HOMO energy: -7.73 eV
* HOMO-LUMO gap: 0.272 Ha
* energy relative to the best compared isomer or geometry (same formula, charge and spin): 44.7 kcal/mol
* LUMO level: -0.32 eV

ORCA input file:
```
! RIJCOSX wB97M-V def2-TZVPD def2/J DEFGRID3
* xyz 0 1
C 6.085 -1.558 0.703
O 5.444 -0.418 1.323
C 4.111 -0.239 1.118
C 3.325 -1.145 0.368
C 1.997 -0.817 0.120
C 1.446 0.386 0.543
C 0.055 0.753 0.024
C -0.986 -0.135 0.635
C -0.843 -1.480 0.975
N -2.083 -2.030 1.191
C -2.324 -3.429 1.476
C -3.057 -1.033 1.075
C -4.440 -1.156 1.124
C -5.187 0.020 0.942
C -4.545 1.255 0.744
C -3.150 1.351 0.649
C -2.394 0.188 0.765
C 0.025 0.659 -1.511
C -1.336 0.989 -2.133
O -2.289 0.215 -2.133
N -1.482 2.237 -2.753
C -0.487 3.047 -3.264
S -0.760 4.394 -4.205
N 0.768 2.583 -2.945
C 1.141 1.487 -2.155
O 2.337 1.251 -2.045
C 2.202 1.236 1.361
C 3.521 0.932 1.656
H 7.115 -1.493 1.049
H 5.630 -2.504 1.030
H 6.042 -1.486 -0.393
H 3.754 -2.060 -0.059
H 1.374 -1.529 -0.428
H -0.185 1.782 0.316
H 0.073 -2.060 1.094
H -3.405 -3.591 1.472
H -1.847 -4.060 0.713
H -1.910 -3.697 2.458
H -4.898 -2.134 1.286
H -6.274 -0.024 0.975
H -5.149 2.157 0.638
H -2.638 2.301 0.486
H 0.213 -0.395 -1.792
H -2.410 2.419 -3.143
H 1.542 3.096 -3.371
H 1.741 2.147 1.749
H 4.137 1.589 2.270
*
```

The Löwdin scheme yields these atomic charges, measured in e: -0.065, -0.094, -0.266, 0.001, -0.068, -0.206, -0.173, -0.116, 0.007, -0.101, -0.017, -0.162, -0.013, -0.088, -0.092, -0.036, -0.138, -0.074, -0.353, 0.110, 0.114, -0.841, 0.642, 0.109, -0.342, 0.111, -0.018, 0.008, 0.090, 0.090, 0.097, 0.107, 0.114, 0.154, 0.127, 0.076, 0.095, 0.095, 0.100, 0.098, 0.098, 0.111, 0.169, 0.150, 0.149, 0.120, 0.119



Here is C21H19N4O4Ru as an isolated structure in a non-equilibrium geometry from OMol25. Energies are from ωB97M-V with the def2-TZVPD basis set.

## Properties
* HOMO energy (spin up / spin down): -7.59 / -7.56 eV
* HOMO-LUMO gap (spin up / spin down): 0.271 / 0.258 Ha
* energy relative to the best compared isomer or geometry (same formula, charge and spin): 27.0 kcal/mol
* LUMO level (spin up / spin down): -0.21 / -0.54 eV

ORCA input file:
```
! RIJCOSX wB97M-V def2-TZVPD def2/J DEFGRID3
* xyz 0 2
Ru -0.843 0.043 -0.572
O -1.460 -1.659 0.398
C -1.551 -1.896 1.663
C -1.344 -3.218 2.130
C -1.532 -3.555 3.445
C -1.928 -2.590 4.382
C -2.079 -1.291 3.972
C -1.879 -0.905 2.635
C -1.925 0.489 2.332
N -1.709 1.046 1.197
C -1.709 2.494 1.066
C -0.577 2.875 0.124
N -0.775 2.084 -1.069
C -0.365 2.480 -2.226
C -0.569 1.762 -3.433
C -0.092 2.326 -4.631
C -0.227 1.689 -5.836
C -0.835 0.426 -5.869
C -1.315 -0.157 -4.724
C -1.239 0.489 -3.467
O -1.802 -0.075 -2.446
H -1.031 -3.951 1.397
H -1.367 -4.577 3.764
H -2.097 -2.865 5.414
H -2.345 -0.528 4.695
H -2.128 1.136 3.188
H -1.598 2.991 2.032
H -2.657 2.800 0.612
H 0.378 2.607 0.590
H -0.578 3.947 -0.090
H 0.158 3.436 -2.302
H 0.400 3.292 -4.583
H 0.137 2.151 -6.743
H -0.914 -0.099 -6.813
H -1.780 -1.135 -4.737
C 3.742 -1.157 2.871
N 3.118 -0.910 1.582
C 3.775 -1.114 0.411
C 3.190 -0.918 -0.788
C 1.820 -0.485 -0.790
O 1.130 -0.289 -1.824
N 1.211 -0.261 0.389
C 1.777 -0.466 1.601
O 1.225 -0.281 2.672
H 4.794 -1.389 2.725
H 3.248 -1.986 3.377
H 3.641 -0.277 3.504
H 4.801 -1.445 0.496
H 3.704 -1.083 -1.722
*
```

The Löwdin scheme yields these atomic charges, measured in e: 1.475, -0.192, -0.359, -0.012, -0.078, -0.099, -0.051, -0.158, -0.078, -0.049, -0.195, -0.207, -0.106, -0.074, -0.163, -0.054, -0.104, -0.075, -0.011, -0.362, -0.176, 0.114, 0.103, 0.096, 0.110, 0.136, 0.121, 0.125, 0.119, 0.122, 0.138, 0.109, 0.096, 0.104, 0.116, -0.020, -0.053, -0.054, 0.012, -0.500, -0.042, 0.099, -0.500, 0.059, 0.086, 0.098, 0.093, 0.128, 0.111



Here is one molecule with the formula C21H19N5O2 in a non-equilibrium geometry from OMol25. Energies are from ωB97M-V with the def2-TZVPD basis set.

## Properties
* HOMO energy: -8.83 eV
* HOMO-LUMO gap: 0.319 Ha
* energy relative to the best compared isomer or geometry (same formula, charge and spin): 131.6 kcal/mol
* LUMO level: -0.15 eV

ORCA input file:
```
! RIJCOSX wB97M-V def2-TZVPD def2/J DEFGRID3
* xyz 0 1
C -1.798 -5.793 0.826
O -1.865 -4.782 1.880
C -1.073 -3.658 1.697
C -0.925 -3.044 2.965
C -0.124 -1.895 3.060
C 0.596 -1.457 1.930
C 0.470 -2.091 0.631
N 1.071 -1.651 -0.641
N 1.667 -2.498 -1.552
N 2.609 -1.711 -2.212
C 2.443 -0.441 -1.772
C 3.185 0.647 -2.465
C 3.734 0.415 -3.788
C 2.490 1.312 -3.669
C 1.522 -0.341 -0.803
C 1.103 0.841 -0.119
O 2.000 1.217 0.649
N -0.273 1.216 -0.187
C -1.064 0.479 -1.142
C -0.911 2.372 0.390
C -2.244 2.263 0.881
C -2.930 3.382 1.436
C -2.256 4.580 1.495
C -2.806 5.844 1.951
N -3.179 6.932 2.069
C -0.920 4.713 1.189
C -0.193 3.619 0.614
C -0.331 -3.222 0.651
H -0.818 -5.760 0.349
H -2.023 -6.673 1.501
H -2.606 -5.721 0.111
H -1.353 -3.442 3.838
H 0.027 -1.519 4.071
H 1.352 -0.673 2.193
H 3.633 1.341 -1.784
H 3.635 -0.558 -4.264
H 4.616 1.012 -4.064
H 2.546 2.444 -3.699
H 1.488 1.048 -4.086
H -0.426 0.192 -2.004
H -1.468 -0.440 -0.645
H -1.874 1.038 -1.494
H -2.815 1.357 0.771
H -3.983 3.436 1.653
H -0.404 5.618 1.457
H 0.912 3.835 0.403
H -0.438 -3.781 -0.268
*
```

The Löwdin scheme yields these atomic charges, measured in e: -0.042, -0.110, -0.268, 0.007, -0.061, -0.008, -0.129, -0.011, 0.095, 0.112, -0.238, -0.250, -0.121, -0.100, -0.157, -0.346, 0.087, -0.014, -0.038, -0.159, 0.009, -0.012, -0.266, -0.179, 0.155, -0.035, 0.044, -0.002, 0.082, 0.113, 0.080, 0.101, 0.109, 0.120, 0.134, 0.102, 0.109, 0.107, 0.102, 0.108, 0.107, 0.075, 0.107, 0.117, 0.115, 0.137, 0.112



Here is one molecule with the formula C21H19N5OS in a non-equilibrium geometry from OMol25. Energies are from ωB97M-V with the def2-TZVPD basis set.

## Properties
* HOMO energy: -7.96 eV
* HOMO-LUMO gap: 0.308 Ha
* energy relative to the best compared isomer or geometry (same formula, charge and spin): 23.8 kcal/mol
* LUMO level: 0.41 eV

ORCA input file:
```
! RIJCOSX wB97M-V def2-TZVPD def2/J DEFGRID3
* xyz 0 1
C -2.705 -1.413 1.989
C -2.959 -2.254 1.005
C -2.174 -2.350 -0.276
N -1.515 -1.122 -0.633
C -0.175 -0.946 -0.833
S 1.007 -2.215 -0.591
C 1.266 -1.909 1.203
C 1.203 -0.414 1.468
O 0.254 0.014 2.111
C 2.212 0.425 0.882
C 2.057 1.807 0.787
C 0.922 2.652 1.213
N 3.119 2.330 0.142
C 3.996 1.335 -0.213
C 5.205 1.436 -0.880
C 5.905 0.269 -1.111
C 5.400 -0.956 -0.682
C 4.196 -1.054 -0.015
C 3.461 0.104 0.233
N 0.091 0.297 -1.117
N -1.057 0.974 -1.072
C -2.026 0.135 -0.784
C -3.411 0.544 -0.615
C -3.674 1.764 0.006
C -4.993 2.154 0.167
N -6.022 1.431 -0.243
C -5.771 0.285 -0.849
C -4.494 -0.208 -1.064
H -3.304 -1.407 2.883
H -1.891 -0.706 1.963
H -3.771 -2.966 1.075
H -2.830 -2.662 -1.095
H -1.391 -3.114 -0.180
H 2.228 -2.343 1.459
H 0.470 -2.410 1.757
H 0.076 2.455 0.550
H 0.612 2.395 2.223
H 1.179 3.708 1.157
H 3.222 3.302 -0.101
H 5.582 2.394 -1.207
H 6.850 0.304 -1.631
H 5.967 -1.854 -0.879
H 3.849 -2.028 0.287
H -2.858 2.376 0.353
H -5.242 3.089 0.649
H -6.640 -0.268 -1.180
H -4.357 -1.139 -1.590
*
```

The Löwdin scheme yields these atomic charges, measured in e: 0.036, -0.148, -0.154, 0.012, -0.620, 0.990, -0.328, -0.432, 0.050, -0.098, -0.214, 0.000, 0.151, -0.192, -0.022, -0.098, -0.093, -0.044, -0.106, 0.056, 0.093, -0.253, -0.151, 0.002, -0.137, 0.059, -0.142, -0.012, 0.064, 0.045, 0.100, 0.119, 0.096, 0.070, 0.084, 0.067, 0.085, 0.082, 0.168, 0.108, 0.099, 0.100, 0.081, 0.109, 0.106, 0.105, 0.105



Here is one molecule with the formula C21H20BF2NO4 in a non-equilibrium geometry from OMol25. Energies are from ωB97M-V with the def2-TZVPD basis set.

## Properties
* HOMO energy: -7.92 eV
* HOMO-LUMO gap: 0.246 Ha
* energy relative to the best compared isomer or geometry (same formula, charge and spin): 35.9 kcal/mol
* LUMO level: -1.21 eV

ORCA input file:
```
! RIJCOSX wB97M-V def2-TZVPD def2/J DEFGRID3
* xyz 0 1
O -0.630 0.757 1.960
F -5.780 3.838 -0.248
F -4.286 4.514 1.223
O -2.312 -0.036 3.286
O -5.127 2.354 1.510
O -3.646 3.022 -0.358
C -1.858 0.748 2.233
C -2.655 2.163 0.061
C -4.573 0.796 3.107
C -4.129 1.563 2.000
C -2.832 1.531 1.390
C -3.639 -0.055 3.599
C -1.610 1.884 -0.844
C -0.529 1.029 -0.701
C 0.356 0.827 -1.770
C 1.434 0.014 -1.685
C 5.046 -2.787 -2.488
C 5.348 -2.583 -1.144
C 4.025 -2.109 -3.168
C 4.444 -1.865 -0.357
C 3.101 -1.381 -2.398
C 3.291 -1.298 -0.990
N 2.076 -0.438 -2.815
B -4.766 3.375 0.502
C -4.065 -1.082 4.626
C 1.589 -0.394 -4.191
C 1.217 -1.515 0.328
C 2.543 0.623 0.590
C 2.092 -0.530 -0.396
H -5.493 1.048 3.577
H -1.760 2.297 -1.826
H -0.369 0.432 0.191
H 0.135 1.274 -2.684
H 5.815 -3.399 -3.008
H 6.130 -3.097 -0.677
H 4.070 -1.912 -4.227
H 4.628 -1.728 0.692
H -3.259 -1.417 5.261
H -4.653 -1.984 4.219
H -4.898 -0.775 5.297
H 1.659 -1.384 -4.556
H 0.590 -0.082 -4.143
H 2.180 0.309 -4.797
H 0.333 -0.995 0.715
H 1.753 -2.035 1.070
H 1.073 -2.357 -0.369
H 3.193 0.215 1.383
H 1.665 1.236 1.005
H 3.086 1.383 0.014
*
```

The Löwdin scheme yields these atomic charges, measured in e: 0.014, 0.209, 0.097, 0.134, 0.186, 0.199, -0.291, -0.085, 0.067, -0.134, 0.059, -0.246, 0.011, -0.022, -0.030, -0.124, -0.089, -0.088, -0.016, 0.000, -0.125, -0.090, -0.019, -1.111, -0.011, 0.008, -0.011, 0.005, -0.389, 0.138, 0.121, 0.059, 0.091, 0.114, 0.085, 0.104, 0.105, 0.075, 0.118, 0.094, 0.082, 0.065, 0.111, 0.068, 0.078, 0.112, 0.086, 0.099, 0.087



Here is one molecule with the formula C21H20Cl2N4O in a non-equilibrium geometry from OMol25. Energies are from ωB97M-V with the def2-TZVPD basis set.

## Properties
* HOMO energy: -8.18 eV
* HOMO-LUMO gap: 0.298 Ha
* energy relative to the best compared isomer or geometry (same formula, charge and spin): 372.7 kcal/mol
* LUMO level: -0.07 eV

ORCA input file:
```
! RIJCOSX wB97M-V def2-TZVPD def2/J DEFGRID3
* xyz 0 1
O 1.933 1.433 1.118
C 1.346 0.554 0.540
N 1.849 -0.580 0.110
C 3.110 -1.024 0.245
C 3.442 -2.288 0.831
C 4.707 -2.548 1.191
C 5.653 -1.810 0.759
C 5.389 -0.526 -0.297
C 6.355 0.273 -0.873
C 6.115 1.271 -1.569
C 4.669 1.827 -1.770
C 3.632 0.984 -1.311
C 4.068 -0.382 -0.479
N -0.265 0.826 0.473
C -0.781 2.016 0.946
C -1.942 1.595 1.694
C -3.387 1.497 0.979
N -3.319 0.333 0.077
C -4.520 -0.192 -0.257
C -5.768 0.501 -0.192
Cl -6.006 2.023 -0.364
C -6.989 -0.535 -0.361
N -6.964 -1.905 -0.548
C -5.736 -2.336 -0.536
C -4.601 -1.728 -0.521
Cl -3.246 -2.533 -0.281
C -2.180 0.171 -0.776
C -1.051 -0.324 -0.302
H 1.033 -1.463 0.210
H 2.622 -2.677 1.559
H 5.118 -3.234 1.648
H 6.747 -1.986 0.809
H 7.480 -0.175 -0.560
H 6.776 1.889 -1.890
H 4.468 2.443 -2.560
H 2.725 1.217 -1.363
H -1.083 2.680 0.280
H -0.016 2.526 1.289
H -2.148 2.165 2.455
H -1.853 0.785 2.192
H -3.289 2.355 0.331
H -4.025 1.337 1.587
H -7.930 0.023 -0.105
H -5.796 -3.404 -0.679
H -2.213 1.299 -1.158
H -2.409 -0.499 -1.742
H -0.415 -0.845 -1.126
H -1.306 -1.028 0.298
*
```

The Löwdin scheme yields these atomic charges, measured in e: 0.093, -0.424, 0.100, -0.248, 0.001, -0.175, 0.038, -0.100, -0.132, -0.072, 0.033, 0.091, -0.072, 0.015, -0.218, -0.094, -0.069, -0.117, -0.211, -0.739, 0.862, -0.052, 0.059, -0.312, -0.672, 0.898, -0.279, -0.207, 0.251, 0.146, 0.037, 0.107, 0.182, 0.041, 0.056, -0.003, 0.083, 0.088, 0.073, 0.069, 0.112, 0.021, 0.095, 0.111, 0.186, 0.169, 0.164, 0.015



Here is C21H20ClCrN2O3Se2 as an isolated structure in a non-equilibrium geometry from OMol25. Energies are from ωB97M-V with the def2-TZVPD basis set.

## Properties
* HOMO energy (spin up / spin down): -6.84 / -7.04 eV
* HOMO-LUMO gap (spin up / spin down): 0.204 / 0.212 Ha
* energy relative to the best compared isomer or geometry (same formula, charge and spin): 6.2 kcal/mol
* LUMO level (spin up / spin down): -1.29 / -1.28 eV

ORCA input file:
```
! RIJCOSX wB97M-V def2-TZVPD def2/J DEFGRID3
* xyz 0 4
Cr -0.068 -0.149 -0.771
Cl -5.771 4.181 -0.907
C -4.583 2.939 -1.095
C -4.986 1.613 -1.253
C -4.041 0.626 -1.397
C -2.660 0.911 -1.370
O -1.801 -0.046 -1.514
C -2.266 2.275 -1.225
C -0.898 2.662 -1.252
N 0.094 1.840 -1.066
C 1.406 2.288 -1.088
C 1.838 3.611 -1.080
C 3.198 3.899 -1.117
C 4.138 2.897 -1.155
C 3.743 1.547 -1.144
C 4.647 0.467 -1.172
C 4.140 -0.813 -1.215
C 2.770 -1.018 -1.179
N 1.872 -0.028 -1.096
C 2.359 1.248 -1.114
C -3.251 3.269 -1.103
H -6.038 1.375 -1.267
H -4.338 -0.401 -1.547
H -0.705 3.714 -1.449
H 1.136 4.427 -1.028
H 3.513 4.931 -1.121
H 5.191 3.129 -1.198
H 5.707 0.655 -1.174
H 4.790 -1.671 -1.259
H 2.371 -2.024 -1.209
H -2.944 4.297 -0.992
O -2.007 -1.375 1.035
C -1.753 -2.519 1.818
C -0.238 -2.733 1.972
C -0.026 -3.816 3.073
O -0.528 -5.084 2.756
C 0.474 -1.485 2.495
Se 0.264 0.256 1.553
C 0.390 -3.282 0.687
Se -0.287 -2.556 -1.037
H -2.935 -1.361 0.775
H -2.174 -3.409 1.330
H -2.205 -2.392 2.815
H -0.461 -3.449 4.014
H 1.046 -3.966 3.226
H -1.488 -5.050 2.685
H 1.551 -1.669 2.510
H 0.149 -1.274 3.516
H 0.191 -4.357 0.633
H 1.471 -3.128 0.703
*
```

The Löwdin scheme yields these atomic charges, measured in e: 0.332, 0.663, -0.680, -0.083, 0.010, -0.324, -0.229, -0.121, -0.017, -0.027, -0.204, 0.011, -0.062, -0.020, -0.139, 0.024, -0.022, -0.096, -0.044, -0.160, -0.057, 0.109, 0.125, 0.132, 0.108, 0.110, 0.115, 0.120, 0.113, 0.063, 0.113, -0.224, -0.239, -0.556, -0.235, -0.050, -0.468, 0.745, -0.477, 0.698, 0.097, 0.125, 0.134, 0.126, 0.133, 0.089, 0.060, 0.064, 0.059, 0.055